DFT (ωB97M-V with the def2-TZVPD basis set) results for 6 unconnected molecules or ions with the total composition C29H31ClF14O21S in a non-equilibrium geometry.

Summary:
SMILES: CC(=O)OCCC[C@@](C[C@H](C)Cl)(OC=O)S(=O)(=O)C(F)(F)C(F)(F)C(F)(F)C(F)(F)F.O=C1OC[C@@H](F)O1.O=C1OC[C@@H](F)O1.O=C1OC[C@@H](F)O1.O=C1OC[C@@H](F)O1.O=C1OC[C@@H](F)O1
F_max in eV/A: 2.89
Electronic energy in eV: -134974.8018
HOMO level in eV: -10.14

Structure (XYZ):
```
97
C29H31ClF14O21S, DFT ωB97M-V with the def2-TZVPD basis set
C 3.19 -7.49 0.12
C 2.71 -6.97 -1.23
O 3.46 -6.82 -2.13
O 1.38 -6.73 -1.33
C 1.05 -5.91 -2.47
C -0.37 -5.33 -2.29
C -0.31 -4.23 -1.19
C -0.96 -2.85 -1.58
C -0.18 -1.76 -0.78
C -0.74 -0.32 -0.98
C 0.36 0.65 -1.54
Cl -1.12 0.32 0.69
O -0.96 -2.56 -2.98
C 0.29 -2.41 -3.53
O 0.36 -2.12 -4.65
S -2.74 -2.84 -1.07
O -2.78 -2.63 0.35
O -3.48 -1.85 -1.78
C -3.57 -4.46 -1.54
F -3.14 -5.46 -0.78
F -3.29 -4.65 -2.84
C -5.13 -4.29 -1.44
F -5.57 -3.74 -2.56
F -5.47 -3.49 -0.43
C -5.92 -5.62 -1.22
F -7.22 -5.27 -1.20
F -5.68 -6.18 -0.04
C -5.79 -6.69 -2.35
F -4.56 -7.13 -2.52
F -6.32 -6.26 -3.47
F -6.52 -7.74 -1.98
H 4.27 -7.39 0.23
H 2.95 -8.57 0.20
H 2.65 -6.94 0.90
H 1.12 -6.49 -3.40
H 1.77 -5.07 -2.48
H -1.00 -6.17 -1.94
H -0.80 -5.01 -3.25
H 0.73 -4.04 -0.88
H -0.83 -4.61 -0.30
H -0.33 -2.03 0.28
H 0.90 -1.83 -0.94
H -1.60 -0.25 -1.66
H 0.22 0.68 -2.63
H 0.14 1.64 -1.12
H 1.36 0.34 -1.21
H 1.22 -2.58 -2.97
O 1.73 0.87 3.53
C 0.80 0.96 4.26
O -0.49 1.11 3.84
C -1.31 1.05 5.01
C -0.36 1.45 6.09
F -0.66 0.83 7.27
O 0.88 0.95 5.62
H -1.69 0.03 5.14
H -2.16 1.73 4.92
H -0.28 2.52 6.26
O -1.70 4.25 6.46
C -2.22 4.67 5.47
O -2.15 4.06 4.26
C -3.00 4.79 3.37
C -3.05 6.14 4.03
F -4.24 6.75 3.82
O -2.94 5.83 5.41
H -3.98 4.32 3.33
H -2.58 4.83 2.37
H -2.24 6.82 3.74
O 2.27 3.61 -0.79
C 3.17 2.97 -0.35
O 4.18 3.47 0.40
C 4.98 2.37 0.83
C 4.68 1.33 -0.22
F 4.73 0.08 0.30
O 3.33 1.63 -0.57
H 4.67 2.06 1.83
H 6.04 2.64 0.86
H 5.31 1.39 -1.11
O -1.17 3.46 0.88
C -1.67 3.87 -0.11
O -1.60 3.27 -1.33
C -2.45 3.99 -2.22
C -2.51 5.35 -1.56
F -3.71 5.95 -1.78
O -2.41 5.03 -0.19
H -3.43 3.51 -2.27
H -2.02 4.03 -3.22
H -1.71 6.02 -1.84
O 8.24 4.16 0.04
C 7.58 5.05 -0.39
O 6.52 5.60 0.26
C 6.09 6.71 -0.52
C 6.60 6.36 -1.89
F 6.93 7.48 -2.59
O 7.79 5.64 -1.60
H 6.53 7.63 -0.13
H 5.00 6.81 -0.50
H 5.93 5.74 -2.49
```

=====

DFT (ωB97M-V with the def2-TZVPD basis set) results for a molecular structure, C33H25I2N6O6SZr in a non-equilibrium geometry.

Summary:
Charge: +1
ΔE to the lowest compared entry with this formula, charge and spin in kJ/mol: 0.00
F_max in eV/A: 1.80
Electronic energy in eV: -84172.2879
HOMO level in eV: -10.20

Structure (XYZ):
```
74
C33H25I2N6O6SZr, DFT ωB97M-V with the def2-TZVPD basis set
Zr -1.97 -1.05 1.60
I -1.75 -1.48 9.15
C -1.91 -0.93 7.16
C -1.01 -0.04 6.60
C -1.12 0.32 5.26
I 0.33 1.59 4.47
C -2.14 -0.19 4.48
O -2.28 0.12 3.18
C -3.04 -1.10 5.04
C -4.08 -1.70 4.14
N -3.48 -2.34 2.94
C -2.86 -3.65 3.19
C -1.37 -3.55 3.45
C -0.70 -4.58 4.08
C 0.65 -4.45 4.33
C 1.30 -3.29 3.92
C 0.58 -2.33 3.26
N -0.74 -2.46 3.01
C -2.92 -1.47 6.37
H -0.21 0.37 7.20
H -4.76 -0.93 3.77
H -4.67 -2.44 4.68
H -4.23 -2.50 2.26
H -3.02 -4.28 2.31
H -3.32 -4.15 4.05
H -1.24 -5.46 4.40
H 1.20 -5.23 4.84
H 2.36 -3.13 4.11
H 1.04 -1.41 2.92
H -3.63 -2.18 6.79
O -3.51 -2.04 -1.65
S -3.64 -2.08 -0.24
O -4.81 -2.70 0.32
O -3.49 -0.64 0.37
O -2.38 -2.68 0.43
C 4.41 5.67 -8.81
O 4.78 4.39 -8.30
C 4.10 3.91 -7.24
C 4.51 2.67 -6.77
C 3.87 2.10 -5.69
C 2.81 2.75 -5.06
C 2.41 3.99 -5.53
C 3.05 4.58 -6.62
C 2.11 2.16 -3.91
N 1.29 2.80 -3.11
C 0.88 1.85 -2.21
C 1.46 0.64 -2.45
N 2.26 0.85 -3.55
C 1.22 -0.52 -1.65
C 1.76 -1.80 -1.86
C 1.44 -2.82 -1.02
C 0.57 -2.57 0.04
N 0.05 -1.38 0.28
C 0.34 -0.36 -0.57
C -0.31 0.91 -0.32
N -1.19 0.96 0.71
C -1.80 2.10 0.97
C -1.58 3.26 0.23
C -0.70 3.22 -0.83
C -0.04 2.02 -1.12
H 5.08 5.87 -9.64
H 4.53 6.44 -8.05
H 3.38 5.66 -9.17
H 5.34 2.17 -7.26
H 4.23 1.14 -5.33
H 1.59 4.50 -5.04
H 2.71 5.55 -6.97
H 2.81 0.17 -4.05
H 2.44 -1.97 -2.69
H 1.83 -3.82 -1.16
H 0.28 -3.37 0.71
H -2.48 2.09 1.81
H -2.11 4.17 0.48
H -0.51 4.09 -1.44
```

=====

DFT (ωB97M-V with the def2-TZVPD basis set) results for 2 unconnected molecules or ions with the total composition C12H10N2O3S in a non-equilibrium geometry.

Summary:
Charge: -2
F_max in eV/A: 3.20
Electronic energy in eV: -32557.2984
HOMO level in eV: 1.65

Structure (XYZ):
```
28
C12H10N2O3S, DFT ωB97M-V with the def2-TZVPD basis set
C -3.64 0.72 1.32
C -2.63 0.16 1.76
C -1.16 -0.38 1.90
C -0.86 -1.59 0.89
C -1.17 -1.25 -0.62
C 0.04 -0.67 -1.44
C -0.07 -0.69 -2.94
C 0.99 -0.13 -3.88
C 2.23 0.49 -3.32
C 2.38 0.52 -1.81
N 3.43 1.07 -1.05
S 3.07 0.87 0.59
N 1.58 0.08 0.50
C 1.29 -0.05 -0.86
H -4.48 1.24 0.80
H -1.04 -0.81 2.94
H -0.43 0.47 1.81
H -1.60 -2.41 1.19
H 0.17 -2.03 1.07
H -2.08 -0.58 -0.77
H -1.46 -2.23 -1.13
H -0.99 -1.14 -3.42
H 0.78 -0.20 -4.99
H 3.02 0.94 -3.99
C 0.70 1.91 3.86
O 1.93 2.08 3.69
O 0.19 0.83 4.33
O -0.20 2.78 3.59
```

=====

DFT (ωB97M-V with the def2-TZVPD basis set) results for a single C3H6N2O2 molecule.

Summary:
SMILES: [H]/N=C\OCC(N)=O
ΔE to the lowest compared entry with this formula, charge and spin in kJ/mol: 173.75
F_max in eV/A: 0.54
Electronic energy in eV: -10282.9966
HOMO level in eV: -10.13

Structure (XYZ):
```
13
C3H6N2O2, DFT ωB97M-V with the def2-TZVPD basis set
H -1.36 -0.15 -0.36
N -1.80 0.19 0.49
C -1.07 0.71 1.37
O 0.28 0.90 1.42
C 1.02 0.57 0.26
C 0.66 -0.82 -0.29
N 0.08 -0.83 -1.54
O 0.82 -1.82 0.36
H -1.51 1.10 2.29
H 0.89 1.36 -0.49
H 2.07 0.55 0.57
H -0.19 -1.73 -1.91
H 0.12 -0.04 -2.17
```

=====

DFT (ωB97M-V with the def2-TZVPD basis set) results for 11 unconnected molecules or ions with the total composition C19H49Br4N7O16 in a non-equilibrium geometry.

Summary:
SMILES: C[N+](=O)[O-].C[N+](=O)[O-].C[N+](=O)[O-].C[N+](=O)[O-].C[N+](=O)[O-].C[N+](=O)[O-].C[N+](=O)[O-].BrCCBr.BrCCBr.CCOCC.CCOCC
F_max in eV/A: 3.01
Electronic energy in eV: -343836.5411
HOMO level in eV: -9.07

Structure (XYZ):
```
95
C19H49Br4N7O16, DFT ωB97M-V with the def2-TZVPD basis set
C 0.33 7.61 0.23
N 0.28 6.19 0.55
O -0.03 5.86 1.65
O 0.63 5.36 -0.26
H 1.37 7.94 0.30
H -0.20 8.07 1.06
H -0.10 7.64 -0.77
C 1.83 3.56 -3.45
N 3.13 2.98 -3.01
O 4.14 3.46 -3.52
O 2.95 2.14 -2.14
H 0.97 2.94 -3.21
H 1.94 3.58 -4.53
H 1.69 4.54 -2.99
C -4.23 1.11 0.66
N -4.43 2.49 0.21
O -3.75 2.78 -0.79
O -5.09 3.30 0.89
H -5.02 0.97 1.40
H -3.33 1.15 1.26
H -4.29 0.47 -0.22
C 4.17 -0.53 -3.47
N 2.86 -1.02 -2.91
O 2.87 -1.96 -2.15
O 1.83 -0.40 -3.18
H 4.91 -0.61 -2.67
H 3.96 0.47 -3.83
H 4.44 -1.10 -4.36
C 3.10 -2.20 1.31
N 2.62 -2.61 2.67
O 3.41 -3.11 3.45
O 1.45 -2.41 2.93
H 2.95 -2.95 0.54
H 4.15 -1.96 1.50
H 2.66 -1.26 0.98
C 1.02 -5.62 2.86
N 0.36 -5.47 1.55
O -0.75 -5.89 1.46
O 1.08 -5.07 0.61
H 2.10 -5.62 2.69
H 0.72 -6.59 3.28
H 0.75 -4.90 3.63
C -3.09 5.42 2.17
N -4.11 5.90 1.19
O -5.11 6.55 1.54
O -3.87 5.66 0.01
H -3.60 4.85 2.94
H -2.51 6.27 2.54
H -2.37 4.77 1.67
Br 3.90 5.92 0.72
C 4.31 3.97 1.04
C 2.97 3.26 1.35
Br 3.38 1.43 2.16
H 5.02 3.80 1.86
H 4.73 3.50 0.15
H 2.33 3.19 0.47
H 2.45 3.77 2.16
Br -2.39 -1.54 4.14
C -1.54 -3.37 4.33
C -2.71 -4.28 3.86
Br -2.29 -6.21 4.20
H -1.15 -3.50 5.34
H -0.67 -3.39 3.67
H -2.85 -4.16 2.78
H -3.59 -4.04 4.46
C -0.61 2.13 -0.32
C -0.11 0.72 -0.30
O -1.11 -0.11 0.22
C -0.73 -1.42 0.46
C -1.99 -2.26 0.58
H -1.01 2.56 0.60
H 0.21 2.80 -0.59
H -1.41 2.23 -1.06
H 0.18 0.53 -1.34
H 0.81 0.66 0.28
H -0.15 -1.81 -0.37
H -0.09 -1.51 1.34
H -2.71 -2.30 -0.25
H -2.65 -1.85 1.34
H -1.84 -3.31 0.85
C -1.63 -5.56 -2.02
C -0.50 -4.79 -2.49
O -0.77 -4.46 -3.86
C -0.29 -3.20 -4.31
C -1.08 -2.13 -3.65
H -1.28 -6.27 -1.27
H -2.39 -4.89 -1.61
H -2.05 -6.10 -2.88
H -0.26 -3.88 -1.94
H 0.39 -5.41 -2.56
H 0.75 -3.06 -4.02
H -0.44 -3.13 -5.39
H -2.16 -2.16 -3.78
H -0.80 -1.14 -4.02
H -0.98 -2.01 -2.57
```

=====

DFT (ωB97M-V with the def2-TZVPD basis set) results for 2 unconnected molecules or ions with the total composition C2H9N2O in a non-equilibrium geometry.

Summary:
Charge: +1
ΔE to the lowest compared entry with this formula, charge and spin in kJ/mol: 96.00
F_max in eV/A: 1.38
Electronic energy in eV: -7241.3610
HOMO level in eV: -15.00

Structure (XYZ):
```
14
C2H9N2O, DFT ωB97M-V with the def2-TZVPD basis set
C 0.15 -0.13 -2.79
N 0.16 0.62 0.77
C 0.02 0.75 -0.53
N -0.09 -0.27 -1.35
H 1.11 -0.60 -2.99
H -0.65 -0.63 -3.33
H 0.15 0.90 -3.06
H 0.04 -0.27 1.26
H 0.60 1.23 1.45
H -0.15 1.72 -0.98
H -0.22 -1.19 -0.96
H -1.01 -1.11 3.29
H 0.14 -0.50 4.04
O -0.13 -0.75 3.15
```

=====

DFT (ωB97M-V with the def2-TZVPD basis set) results for a single C2H5N3 molecule in a non-equilibrium geometry.

Summary:
SMILES: [H]/N=C\NN=C
ΔE to the lowest compared entry with this formula, charge and spin in kJ/mol: 269.13
F_max in eV/A: 5.47
Electronic energy in eV: -6622.1479
HOMO level in eV: -9.23

Structure (XYZ):
```
10
C2H5N3, DFT ωB97M-V with the def2-TZVPD basis set
H -2.36 0.55 -0.62
N -2.12 -0.34 -0.07
C -0.82 -0.32 0.18
N -0.07 0.81 -0.02
N 1.33 0.55 0.07
C 1.67 -0.67 -0.14
H -0.46 -1.33 0.63
H -0.20 1.87 0.19
H 1.11 -1.67 -0.15
H 2.83 -0.64 -0.10
```

=====

DFT (ωB97M-V with the def2-TZVPD basis set) results for a molecular structure, C9H24O3Tl in a non-equilibrium geometry.

Summary:
Charge: +3
ΔE to the lowest compared entry with this formula, charge and spin in kJ/mol: 679.81
F_max in eV/A: 14.01
Electronic energy in eV: -20514.8137
HOMO level in eV: -20.53

Structure (XYZ):
```
37
C9H24O3Tl, DFT ωB97M-V with the def2-TZVPD basis set
Tl -11.60 -15.53 22.68
C -12.04 -14.34 19.18
C -12.38 -13.60 20.49
C -13.61 -12.63 20.36
O -12.58 -14.65 21.53
H -11.74 -13.65 18.39
H -12.92 -14.94 18.92
H -11.25 -15.08 19.27
H -11.53 -13.00 20.84
H -13.26 -11.74 19.85
H -13.76 -12.16 21.33
H -14.56 -13.03 20.01
H -13.48 -14.99 21.44
C -13.81 -17.02 24.72
C -13.46 -15.53 24.67
C -13.77 -14.94 26.03
O -12.04 -15.47 24.47
H -13.85 -17.43 23.71
H -14.81 -17.12 25.14
H -13.10 -17.61 25.30
H -13.95 -15.02 23.83
H -14.84 -14.87 26.21
H -13.36 -13.93 26.04
H -13.32 -15.56 26.80
H -11.70 -14.97 25.22
C -9.21 -17.32 20.17
C -9.82 -15.96 20.51
C -9.82 -15.06 19.33
O -11.14 -16.20 21.06
H -9.85 -17.82 19.45
H -9.25 -17.95 21.06
H -8.22 -17.31 19.71
H -9.26 -15.44 21.29
H -10.26 -15.54 18.46
H -8.85 -14.69 19.01
H -10.27 -14.07 19.39
H -11.71 -16.38 20.31
```

=====

Question: Which value of electronic energy does entry 5 give?
Answer: -343836.5411 eV